Entry from OMol25: a cluster of 10 separate species, C12H45BF4N3O9 in total in a non-equilibrium geometry (ωB97M-V with the def2-TZVPD basis set).

energy relative to the best compared isomer or geometry (same formula, charge and spin) = 0.0 kJ/mol
HOMO energy = -5.8 eV
E_LUMO = 2.682 eV
charge = -1

```
74
Properties=species:S:1:pos:R:3:lowdin_charge:R:1
B 0.53 -0.26 -0.30 -1.23
F 0.61 -0.92 -1.53 0.13
F -0.41 -1.06 0.48 0.04
F 1.72 -0.26 0.42 0.14
F -0.01 1.02 -0.48 0.11
C -3.39 2.87 -2.38 -0.05
C -3.76 2.72 -0.90 -0.42
C -5.19 2.22 -0.74 -0.23
O -6.06 3.22 -1.21 -0.19
C -7.42 2.98 -0.85 -0.10
N -2.81 1.75 -0.35 0.05
H -3.27 1.90 -2.86 0.08
H -2.47 3.45 -2.48 0.07
H -4.18 3.45 -2.87 0.07
H -3.67 3.71 -0.44 0.14
H -5.32 2.10 0.35 0.13
H -5.27 1.21 -1.16 0.13
H -8.01 3.34 -1.69 0.08
H -7.68 3.52 0.07 0.08
H -7.61 1.91 -0.82 0.08
H -1.94 1.90 -0.84 0.05
H -2.59 1.78 0.64 0.07
C 2.91 -3.42 -0.79 -0.06
C 2.76 -4.64 0.10 -0.43
C 1.97 -4.29 1.33 -0.21
O 2.15 -5.34 2.28 -0.18
C 1.30 -5.17 3.38 -0.13
N 2.04 -5.67 -0.66 0.04
H 3.55 -2.66 -0.33 0.07
H 1.96 -2.91 -0.98 0.07
H 3.29 -3.72 -1.76 0.08
H 3.74 -5.06 0.38 0.14
H 0.89 -4.24 1.13 0.10
H 2.31 -3.32 1.71 0.13
H 1.31 -4.17 3.83 0.07
H 1.54 -5.88 4.17 0.08
H 0.26 -5.38 3.08 0.09
H 2.60 -6.23 -1.29 0.07
H 1.68 -6.37 0.00 0.07
C 1.39 4.57 -2.20 -0.08
C 2.36 3.66 -1.45 -0.41
C 2.15 3.86 0.06 -0.20
O 3.31 3.70 0.85 -0.18
C 3.63 2.37 1.18 -0.10
N 2.13 2.27 -1.85 0.05
H 1.45 4.47 -3.28 0.07
H 1.60 5.59 -1.85 0.07
H 0.37 4.29 -1.96 0.07
H 3.38 3.92 -1.73 0.14
H 1.35 3.21 0.43 0.13
H 1.77 4.88 0.25 0.11
H 3.47 1.65 0.37 0.06
H 2.99 2.03 2.00 0.08
H 4.69 2.33 1.42 0.09
H 2.95 1.69 -1.75 0.03
H 1.39 1.80 -1.34 0.04
O -1.80 0.27 2.46 -0.06
H -0.97 0.52 2.89 0.04
H -1.51 -0.10 1.61 0.01
O 2.01 0.06 3.28 -0.07
H 2.54 -0.19 2.52 0.01
H 1.40 -0.68 3.38 0.00
O -0.12 -2.21 3.06 -0.05
H -0.18 -2.28 2.10 0.01
H -0.94 -1.77 3.32 0.04
O 3.69 -0.35 -1.75 -0.06
H 3.95 -0.40 -0.82 0.03
H 2.83 -0.79 -1.78 0.01
O -1.03 -3.97 0.04 -0.05
H -1.29 -3.15 0.48 0.02
H -0.30 -3.69 -0.52 0.03
O -2.37 -0.71 -2.02 -0.07
H -2.88 -0.22 -1.36 0.00
H -1.47 -0.69 -1.69 -0.01
```

Entry from OMol25: a structure of composition C12H46B4KO6Pb2 in a non-equilibrium geometry (ωB97M-V with the def2-TZVPD basis set).

HOMO energy = -11.1 eV
E_LUMO = -3.002 eV
charge = +1

```
71
Properties=species:S:1:pos:R:3:lowdin_charge:R:1
Pb -1.38 2.18 1.68 1.54
Pb 0.59 -1.29 -0.32 1.58
K -4.66 -0.30 -0.89 0.88
B -0.71 -3.16 -1.70 -0.47
H -1.48 -2.59 -0.95 -0.04
H -0.13 -2.41 -2.44 -0.05
H 0.06 -3.78 -1.01 -0.03
H -1.35 -3.94 -2.34 -0.01
B 1.09 0.79 1.99 -0.48
H -0.01 0.31 2.20 -0.06
H 1.69 0.05 1.25 -0.09
H 0.97 1.86 1.45 -0.07
H 1.64 0.85 3.05 0.00
B -3.64 1.04 2.49 -0.54
H -3.50 2.04 3.15 -0.04
H -4.69 0.54 2.80 0.00
H -3.66 1.31 1.31 -0.09
H -2.78 0.26 2.84 -0.03
B -1.54 0.53 -0.45 -0.68
H -2.50 1.24 -0.50 -0.05
H -1.64 -0.13 0.55 -0.03
H -1.48 -0.20 -1.40 -0.02
H -0.54 1.20 -0.43 -0.02
C 0.89 3.90 -0.56 -0.06
O -0.40 3.90 0.05 -0.35
C -1.40 4.27 -0.89 -0.20
C -2.66 4.74 -0.21 -0.19
O -3.25 3.66 0.50 -0.34
C -4.51 4.01 1.11 -0.06
H 0.95 3.18 -1.38 0.10
H 1.59 3.63 0.23 0.09
H 1.12 4.88 -0.98 0.10
H -1.64 3.42 -1.55 0.13
H -1.03 5.08 -1.52 0.14
H -3.35 5.14 -0.96 0.14
H -2.43 5.56 0.49 0.14
H -5.17 3.15 1.03 0.09
H -4.94 4.85 0.57 0.10
H -4.35 4.28 2.15 0.10
C 4.19 -0.64 0.36 -0.09
O 3.29 -0.76 -0.72 -0.30
C 3.85 -0.37 -1.97 -0.18
C 2.83 -0.70 -3.02 -0.21
O 1.60 -0.14 -2.61 -0.29
C 0.66 -0.24 -3.70 -0.08
H 4.74 -1.56 0.54 0.09
H 3.67 -0.34 1.27 0.07
H 4.92 0.16 0.17 0.10
H 4.80 -0.89 -2.11 0.14
H 4.06 0.71 -1.96 0.14
H 2.83 -1.78 -3.25 0.14
H 3.12 -0.22 -3.96 0.14
H -0.35 -0.08 -3.34 0.07
H 0.77 -1.19 -4.21 0.09
H 0.92 0.57 -4.40 0.10
C -1.71 -2.77 2.11 -0.06
O -0.40 -2.66 1.58 -0.33
C 0.41 -3.78 1.90 -0.20
C 1.87 -3.44 1.85 -0.15
O 2.24 -3.11 0.51 -0.35
C 3.09 -4.02 -0.15 -0.07
H -2.25 -3.55 1.58 0.11
H -2.17 -1.78 2.09 0.07
H -1.71 -3.00 3.18 0.11
H 0.16 -4.59 1.20 0.14
H 0.19 -4.24 2.87 0.14
H 2.48 -4.26 2.22 0.14
H 2.07 -2.56 2.47 0.14
H 2.68 -5.04 -0.16 0.10
H 4.06 -4.11 0.36 0.10
H 3.27 -3.64 -1.15 0.09
```

Entry from OMol25: a structure of composition C12H46HgN8O14 in a non-equilibrium geometry (ωB97M-V with the def2-TZVPD basis set).

HOMO energy = -9.3 eV
E_LUMO = -3.502 eV

```
81
Properties=species:S:1:pos:R:3:lowdin_charge:R:1
Hg -2.48 2.34 2.05 1.29
C -0.73 -0.98 -0.15 -0.07
C -0.38 -0.14 1.09 -0.37
O -1.53 0.35 1.76 -0.48
H -1.36 -1.83 0.11 0.07
H 0.21 -1.34 -0.57 0.05
H -1.23 -0.34 -0.87 0.06
H 0.17 0.73 0.72 0.08
H 0.24 -0.75 1.76 0.08
C -1.48 3.02 -1.35 -0.09
C -1.16 4.07 -0.30 -0.42
O -1.04 3.60 1.00 -0.42
H -0.70 2.25 -1.31 0.05
H -1.49 3.43 -2.36 0.09
H -2.42 2.50 -1.14 0.04
H -1.90 4.88 -0.35 0.11
H -0.23 4.61 -0.53 0.12
C 2.22 2.38 -1.59 -0.23
C 3.29 1.48 -0.94 -0.22
O 2.73 0.37 -0.26 -0.12
O 2.65 2.88 -2.84 -0.06
H 1.84 3.14 -0.91 0.10
H 1.52 1.57 -1.83 0.09
H 3.78 2.05 -0.15 0.12
H 4.04 1.18 -1.68 0.13
H 2.32 -0.23 -0.92 0.03
H 2.22 3.72 -3.01 0.09
C 2.52 -0.10 3.90 -0.20
C 3.44 0.80 3.09 -0.26
O 4.79 0.55 3.43 -0.04
O 2.93 -1.47 3.68 -0.10
H 1.49 0.03 3.56 0.10
H 2.49 0.13 4.97 0.13
H 3.10 1.82 3.30 0.12
H 3.17 0.50 2.07 0.10
H 5.31 1.22 2.98 0.10
H 3.89 -1.36 3.71 0.08
C -4.06 -2.48 1.07 -0.68
O -4.82 -3.44 1.18 0.01
N -3.27 -2.07 2.09 0.16
N -4.07 -1.60 0.02 0.15
H -3.16 -2.60 2.93 0.10
H -2.59 -1.33 1.98 0.04
H -4.50 -1.82 -0.86 0.08
H -3.33 -0.93 -0.06 0.05
C 2.87 -3.71 0.43 -0.65
O 2.40 -3.94 -0.69 0.01
N 3.57 -4.61 1.16 0.17
N 2.47 -2.58 1.09 0.16
H 3.91 -4.44 2.09 0.10
H 3.72 -5.53 0.80 0.11
H 1.76 -1.99 0.69 0.07
H 3.01 -2.32 1.90 0.07
C -0.91 0.09 -4.29 -0.68
O -1.97 0.02 -4.90 0.01
N -0.56 -0.88 -3.39 0.16
N -0.03 1.11 -4.41 0.17
H 0.35 -0.87 -2.94 0.04
H -1.08 -1.73 -3.31 0.11
H 0.79 1.19 -3.85 0.07
H -0.15 1.69 -5.22 0.11
C -5.19 1.56 -2.56 -0.68
O -4.88 2.75 -2.54 0.01
N -4.26 0.59 -2.39 0.17
N -6.48 1.14 -2.60 0.15
H -4.44 -0.38 -2.52 0.09
H -3.31 0.90 -2.44 0.08
H -6.83 0.24 -2.35 0.10
H -7.16 1.75 -3.03 0.10
O 1.99 -1.52 -2.26 -0.07
H 2.72 -1.91 -1.75 0.06
H 2.41 -1.14 -3.05 0.08
O 1.73 2.87 1.40 -0.06
H 1.90 1.97 1.12 -0.01
H 0.76 2.95 1.36 0.00
O -1.20 -1.21 4.17 -0.07
H -1.43 -0.50 3.54 -0.01
H -0.59 -1.76 3.66 -0.02
O 0.26 -3.43 3.11 -0.05
H 0.92 -2.84 2.70 0.00
H 0.52 -4.31 2.84 0.05
```

Q: Which of these has the lowest HOMO energy?
A: C12H46B4KO6Pb2